(1)
The ion C5H9N2 with charge +1 in a non-equilibrium geometry. Source: the Open Molecules 2025 dataset; level of theory: ωB97M-V with the def2-TZVPD basis set.

Cartesian coordinates (Å):
C1 3.3747 -1.1150 -2.6906
C2 0.8123 0.0156 -0.7071
C3 -0.6136 -0.0178 -0.3268
C4 -2.0613 0.2697 1.8087
C5 -0.7111 0.5821 1.1598
N1 2.3550 -0.9319 -2.1139
N2 1.1834 -0.5397 -1.8273
H1 4.2983 -1.0139 -3.2094
H2 1.6028 0.4261 -0.0675
H3 -1.4324 -0.7907 -0.1876
H4 -1.1935 0.5846 -1.0250
H5 -2.5788 1.1923 1.7568
H6 -1.7394 0.2417 2.8280
H7 -2.6279 -0.6671 1.5396
H8 -0.0625 0.0796 1.8604
H9 -0.6060 1.6846 1.2018

As for the SMILES: C#[N+]/N=C/CCC. The relative energy (zero: lowest compared OMol25 entry of this formula, charge and spin) comes out at 150.1 kcal/mol. The calculation puts the LUMO energy at -0.219 Eh. The net charge is +1. The value obtained for the HOMO energy is -15.00 eV. The calculation puts the frontier orbital gap at 9.04 eV.

---

(2)
The ion C5H9N2O with charge -1 in a non-equilibrium geometry. Source: the Open Molecules 2025 dataset; level of theory: ωB97M-V with the def2-TZVPD basis set.

Cartesian coordinates (Å):
C1 0.0764 -0.5461 0.2026
C2 1.1560 0.2791 -0.0247
C3 1.0914 1.5747 -0.5907
C4 2.5367 -0.0957 0.4758
C5 -2.4029 -0.4455 0.5401
N1 -1.2369 -0.5085 -0.3631
N2 -1.4334 -0.7643 -1.6655
O1 -2.6564 -0.6326 -2.1068
H1 0.1025 -1.2008 0.9749
H2 2.0015 2.1421 -0.6234
H3 0.1857 1.8588 -1.0170
H4 3.0500 0.8433 0.5209
H5 3.0703 -0.7778 -0.2541
H6 2.4602 -0.5433 1.5446
H7 -1.9695 -0.5665 1.5948
H8 -2.9200 0.5714 0.5030
H9 -3.1116 -1.1882 0.2886

The relative energy (zero: lowest compared OMol25 entry of this formula, charge and spin) comes out at 35.3 kcal/mol. The calculation puts the LUMO energy (spin up / spin down) at 0.149 / 0.149 Eh. The net charge is -1. The value obtained for the HOMO energy (spin up / spin down) is -1.53 / -1.53 eV. The calculation puts the frontier orbital gap (spin up / spin down) at 5.57 / 5.58 eV.

---

(3)
The ion C5H9N2O with charge +1 in a non-equilibrium geometry. Source: the Open Molecules 2025 dataset; level of theory: ωB97M-V with the def2-TZVPD basis set.

Cartesian coordinates (Å):
C1 0.0376 -1.4047 0.9508
C2 -0.9840 0.1966 -0.7605
C3 2.0225 -0.0052 0.9514
C4 -1.4098 1.4804 -0.1240
C5 -0.9345 0.0374 -2.2350
N1 -0.5900 -0.6930 0.0568
N2 1.3195 -1.1764 1.3337
O1 3.0472 0.1655 1.5791
H1 -0.4695 -2.0594 1.6116
H2 -1.9132 2.1443 -0.9561
H3 -0.5557 2.0166 0.2023
H4 -2.0312 1.4163 0.6505
H5 -1.8141 -0.2952 -2.6827
H6 -0.1415 -0.7399 -2.5020
H7 -0.7169 1.1104 -2.4790
H8 1.6782 -1.7163 2.1306
H9 3.4554 -0.4775 2.2725

The relative energy (zero: lowest compared OMol25 entry of this formula, charge and spin) comes out at 92.0 kcal/mol. The calculation puts the LUMO energy at -0.145 Eh. The net charge is +1. The value obtained for the HOMO energy is -13.33 eV. The calculation puts the frontier orbital gap at 9.38 eV.

---

(4)
The ion C5H9N2O with charge +1. Source: the Open Molecules 2025 dataset; level of theory: ωB97M-V with the def2-TZVPD basis set.

Cartesian coordinates (Å):
C1 1.2374 0.0718 -0.2288
C2 -0.0453 -1.0862 -1.8728
C3 0.3222 0.9361 0.4767
C4 0.6838 1.2537 1.8948
C5 -0.7576 1.4534 -0.1301
N1 0.9784 -0.5455 -1.3128
N2 -0.9197 -1.8055 -1.1873
O1 -0.9414 -1.6785 0.1868
H1 2.2417 -0.0445 0.1663
H2 -0.1216 -1.0989 -2.9532
H3 1.2730 0.4600 2.3455
H4 -0.2172 1.4049 2.4816
H5 1.2699 2.1719 1.9295
H6 -0.9545 1.2964 -1.1782
H7 -1.4461 2.0892 0.3984
H8 -0.9227 -2.5599 0.6020
H9 -1.6803 -2.3184 -1.6186

As for the SMILES: C=C(C)/C=N\C=[NH+]/O. The relative energy (zero: lowest compared OMol25 entry of this formula, charge and spin) comes out at 83.1 kcal/mol. The calculation puts the LUMO energy at -0.183 Eh. The net charge is +1. The value obtained for the HOMO energy is -14.05 eV. The calculation puts the frontier orbital gap at 9.08 eV.

---

(5)
The ion C5H9N2O with charge +1 in a non-equilibrium geometry. Source: the Open Molecules 2025 dataset; level of theory: ωB97M-V with the def2-TZVPD basis set.

Cartesian coordinates (Å):
C1 -3.0941 -0.9961 -0.0223
C2 -2.1559 -0.2342 -0.1724
C3 1.2912 -0.1145 0.0476
C4 2.4384 -1.1113 0.0336
C5 -0.9908 0.5799 -0.4259
N1 0.1447 -0.4075 -0.5251
N2 -0.7368 1.6258 0.4642
O1 1.5676 1.0424 0.6003
H1 -4.0322 -1.3968 0.3088
H2 2.5165 -1.7031 0.9247
H3 2.3184 -1.8686 -0.7282
H4 3.3634 -0.6316 -0.0316
H5 -1.1733 1.1324 -1.4870
H6 -0.0834 -1.2921 -1.0571
H7 -1.0032 1.3199 1.3867
H8 0.6572 1.5410 0.5755
H9 -1.0278 2.5143 0.1082

As for the SMILES: C#C[C@@H](N)/[NH+]=C(/C)O. The relative energy (zero: lowest compared OMol25 entry of this formula, charge and spin) comes out at 66.4 kcal/mol. The calculation puts the LUMO energy at -0.121 Eh. The net charge is +1. The value obtained for the HOMO energy is -14.65 eV. The calculation puts the frontier orbital gap at 11.36 eV.

---

(6)
The ion C5H9N2O with charge +1 in a non-equilibrium geometry. Source: the Open Molecules 2025 dataset; level of theory: ωB97M-V with the def2-TZVPD basis set.

Cartesian coordinates (Å):
C1 1.1129 -1.2020 0.4206
C2 1.0318 1.0347 1.2566
C3 -0.2013 0.5842 0.6318
C4 -0.3423 1.4499 -0.6204
C5 -1.1430 -1.5156 -0.1257
N1 -0.0354 -0.7814 0.2238
N2 1.7631 -0.0017 1.0885
O1 0.7238 1.8055 -1.2245
H1 1.6376 -2.1242 0.4561
H2 -1.1976 1.0569 0.9972
H3 -1.1351 2.2719 -0.1510
H4 -1.0007 0.9541 -1.5092
H5 0.5353 1.4689 -2.2944
H6 -1.0827 -2.3678 -0.8567
H7 -1.6569 -1.8454 0.8779
H8 -1.7256 -0.6951 -0.6634
H9 2.7163 -0.0931 1.4928

The relative energy (zero: lowest compared OMol25 entry of this formula, charge and spin) comes out at 157.5 kcal/mol. The calculation puts the LUMO energy at -0.184 Eh. The net charge is +1. The value obtained for the HOMO energy is -13.54 eV. The calculation puts the frontier orbital gap at 8.53 eV.

---

(7)
The ion C5H9N2O2 with charge +1 in a non-equilibrium geometry. Source: the Open Molecules 2025 dataset; level of theory: ωB97M-V with the def2-TZVPD basis set.

Cartesian coordinates (Å):
N1 -1.3168 -0.5526 2.8475
C1 -0.4021 0.1281 2.5836
O1 0.3811 1.0244 2.0725
C2 0.5901 0.7824 0.7093
C3 1.2513 -0.5308 0.3893
O2 1.4843 -0.5466 -0.9855
C4 0.2995 -0.6639 -1.7435
C5 -0.9654 -0.2054 -1.0131
N2 -0.7089 0.9133 -0.0394
H1 1.2509 1.5477 0.3539
H2 2.2047 -0.5291 0.8801
H3 0.6778 -1.3884 0.7283
H4 0.1491 -1.7046 -1.9909
H5 0.3996 -0.1361 -2.6750
H6 -1.3854 -1.0195 -0.4551
H7 -1.6827 0.1266 -1.7379
H8 -1.5058 0.9474 0.6001
H9 -0.7213 1.8070 -0.5243

As for the SMILES: N#CO[C@H]1COCC[NH2+]1. The relative energy (zero: lowest compared OMol25 entry of this formula, charge and spin) comes out at 93.2 kcal/mol. The calculation puts the LUMO energy at -0.138 Eh. The net charge is +1. The value obtained for the HOMO energy is -14.96 eV. The calculation puts the frontier orbital gap at 11.21 eV.

---

(8)
The ion C5H9N2O3S2 with charge -1 in a non-equilibrium geometry. Source: the Open Molecules 2025 dataset; level of theory: ωB97M-V with the def2-TZVPD basis set.

Cartesian coordinates (Å):
C1 -0.8136 -1.1999 -1.1173
C2 -0.2137 -2.4865 -0.5282
C3 0.4464 -0.0317 0.3207
C4 1.9976 2.0382 -0.3902
C5 1.4662 0.9812 0.8164
N1 0.1817 -0.1799 -0.9628
N2 -0.9181 0.3270 1.2619
O1 -2.1981 -0.8069 -0.5801
O2 -2.1071 1.6734 -0.4489
O3 -3.3509 0.1970 1.1621
S1 0.6473 -1.9972 1.0079
S2 -2.1972 0.4455 0.3201
H1 -0.9682 -1.4849 -2.2514
H2 -1.0068 -3.0985 -0.1871
H3 0.4006 -2.7993 -1.3351
H4 3.0359 2.3869 -0.0752
H5 1.2602 2.8741 -0.4938
H6 2.1113 1.3945 -1.3247
H7 0.9375 1.5934 1.5903
H8 2.3510 0.5955 1.2839
H9 -1.0622 -0.4218 1.9313

The relative energy (zero: lowest compared OMol25 entry of this formula, charge and spin) comes out at 4.4 kcal/mol. The calculation puts the LUMO energy at 0.123 Eh. The net charge is -1. The value obtained for the HOMO energy is -4.27 eV. The calculation puts the frontier orbital gap at 7.60 eV.

---

(9)
The molecule C5H9N2P in a non-equilibrium geometry. Source: the Open Molecules 2025 dataset; level of theory: ωB97M-V with the def2-TZVPD basis set.

Cartesian coordinates (Å):
C1 2.2203 2.2590 -1.2771
C2 0.0900 0.0892 0.4244
C3 -1.6648 -1.1921 -0.5964
C4 -0.7282 -1.9753 1.5614
C5 -1.0802 -0.7443 0.7089
N1 1.2447 2.0196 -0.3309
N2 0.7036 0.9481 -0.0939
P1 3.0771 3.7094 -1.5307
H1 2.1187 1.5374 -2.1247
H2 -2.6814 -1.7533 -0.5429
H3 -0.9827 -1.8325 -1.0408
H4 -1.7283 -0.3014 -1.2628
H5 -0.1708 -1.7635 2.3894
H6 -0.1433 -2.7615 0.9685
H7 -1.5752 -2.4906 1.7268
H8 -1.6458 0.0293 1.3275
H9 2.9463 4.2225 -0.3067

The relative energy (zero: lowest compared OMol25 entry of this formula, charge and spin) comes out at 95.3 kcal/mol. The calculation puts the LUMO energy at 0.006 Eh. The net charge is 0. The value obtained for the HOMO energy is -7.40 eV. The calculation puts the frontier orbital gap at 7.56 eV.

---

(10)
A structure of composition C5H9N2P in a non-equilibrium geometry. Source: the Open Molecules 2025 dataset; level of theory: ωB97M-V with the def2-TZVPD basis set.

Cartesian coordinates (Å):
C1 0.3654 -0.1588 -1.7969
C2 1.4371 0.1202 -0.1360
C3 -1.1134 0.0714 -1.8232
C4 -0.0369 -0.3125 1.9180
C5 0.8390 0.6973 1.0027
N1 1.0733 -0.9470 -2.5106
N2 2.3197 -1.1779 -2.1177
P1 2.8499 -0.6440 -0.5738
H1 -1.6151 -0.9093 -1.6182
H2 -1.4246 0.4720 -2.8437
H3 -1.4796 0.8247 -1.0557
H4 -1.1234 -0.2193 1.6452
H5 -0.0197 -0.2389 3.0542
H6 0.2021 -1.3946 1.8174
H7 1.7670 0.8824 1.6331
H8 0.3963 1.6006 0.8251
H9 2.7406 -1.9355 -2.7204

The relative energy (zero: lowest compared OMol25 entry of this formula, charge and spin) comes out at 59.0 kcal/mol. The calculation puts the LUMO energy at 0.034 Eh. The net charge is 0. The value obtained for the HOMO energy is -8.36 eV. The calculation puts the frontier orbital gap at 9.29 eV.

---

(11)
The ion C5H9N2S with charge +1 in a non-equilibrium geometry. Source: the Open Molecules 2025 dataset; level of theory: ωB97M-V with the def2-TZVPD basis set.

Cartesian coordinates (Å):
C1 -0.0894 0.8963 -0.9203
C2 -0.0577 -0.6414 -1.2766
C3 0.5966 -0.2802 1.7377
C4 0.1750 -1.5774 1.2943
C5 0.0259 1.9301 -2.0057
N1 0.1765 1.2687 0.2187
N2 -0.6255 -0.7104 2.3326
S1 -0.7882 -1.8703 -0.1944
H1 -0.5155 -0.7455 -2.2326
H2 1.0156 -0.7256 -1.4688
H3 1.4862 0.0150 2.3646
H4 0.5060 -2.6546 1.7432
H5 0.9787 2.5567 -1.7330
H6 -0.8438 2.4890 -2.1198
H7 0.0763 1.3676 -2.9265
H8 -0.5724 -1.0171 3.2579
H9 -1.5441 -0.3009 1.9288

The relative energy (zero: lowest compared OMol25 entry of this formula, charge and spin) comes out at 120.7 kcal/mol. The calculation puts the LUMO energy (spin up / spin down) at -0.175 / -0.172 Eh. The net charge is +1. The value obtained for the HOMO energy (spin up / spin down) is -13.31 / -13.32 eV. The calculation puts the frontier orbital gap (spin up / spin down) at 8.55 / 8.63 eV.

---

(12)
A structure of composition C5H9N2S in a non-equilibrium geometry. Source: the Open Molecules 2025 dataset; level of theory: ωB97M-V with the def2-TZVPD basis set.

Cartesian coordinates (Å):
C1 1.1001 -2.0978 -0.2990
C2 1.8868 -0.3106 0.0770
C3 -0.9269 -1.2444 0.3272
C4 0.8890 0.7173 0.3464
C5 0.5509 1.3594 -0.9277
N1 -0.1190 -2.1967 -0.2428
N2 -0.1598 -0.0822 1.0354
S1 3.4079 -0.1162 -0.0134
H1 1.8400 -2.8284 -0.5762
H2 -1.7094 -0.7706 -0.3653
H3 -1.5020 -1.7295 0.9993
H4 1.1601 1.5317 1.0242
H5 -0.4969 1.4094 -1.1157
H6 1.0753 0.8902 -1.7493
H7 0.9753 2.3459 -0.9686
H8 -0.8639 0.6511 1.3824
H9 0.4319 -0.5108 1.8439

The relative energy (zero: lowest compared OMol25 entry of this formula, charge and spin) comes out at 87.0 kcal/mol. The calculation puts the LUMO energy at -0.160 Eh. The net charge is +1. The value obtained for the HOMO energy is -12.47 eV. The calculation puts the frontier orbital gap at 8.11 eV.

---

(13)
A structure of composition C5H9N2S in a non-equilibrium geometry. Source: the Open Molecules 2025 dataset; level of theory: ωB97M-V with the def2-TZVPD basis set.

Cartesian coordinates (Å):
C1 -1.7425 -0.1817 -0.1262
C2 0.6813 -0.8805 -0.0221
C3 -0.7940 0.8544 -0.4305
C4 1.9589 -1.5896 0.1749
C5 -0.9875 2.0689 0.4328
N1 0.5506 0.3680 -0.3972
N2 -0.3978 -1.5401 0.1484
S1 -3.2319 -0.4949 -0.0331
H1 -1.1232 1.3037 -1.3822
H2 2.1246 -2.0619 -0.7487
H3 1.8237 -2.3266 0.9095
H4 2.8003 -0.8785 0.4449
H5 -0.1031 2.5866 0.1025
H6 -0.8375 1.8501 1.4359
H7 -1.8168 2.7143 0.1952
H8 1.3828 0.7505 -0.8182
H9 -0.2879 -2.5426 0.1141

The relative energy (zero: lowest compared OMol25 entry of this formula, charge and spin) comes out at 38.5 kcal/mol. The calculation puts the LUMO energy at -0.170 Eh. The net charge is +1. The value obtained for the HOMO energy is -14.06 eV. The calculation puts the frontier orbital gap at 9.42 eV.

---

(14)
The molecule C5H9N3 in a non-equilibrium geometry. Source: the Open Molecules 2025 dataset; level of theory: ωB97M-V with the def2-TZVPD basis set.

Cartesian coordinates (Å):
C1 1.4394 -0.9416 -0.2852
C2 0.2855 -0.2050 0.4273
C3 -1.4728 -0.8565 -0.4239
C4 -0.8248 0.5728 -0.3367
C5 0.9293 1.1533 0.9574
H1 2.1859 -0.2507 -0.6565
H2 1.1483 -1.6721 -1.0843
H3 1.9338 -1.5403 0.5054
H4 -1.2610 -0.8578 1.5677
H5 -2.5617 -1.0605 -0.3550
H6 -1.1999 -1.5742 -1.2159
H7 -1.4545 0.9527 0.4331
H8 -0.5579 2.4847 -1.3860
H9 1.4645 1.2533 1.8698
N1 -0.7311 -1.2613 0.7648
N2 -0.0557 1.7040 -0.8969
N3 0.7327 2.0992 0.1149

As for the SMILES: C[C@@]12C=NN[C@H]1CN2. The relative energy (zero: lowest compared OMol25 entry of this formula, charge and spin) comes out at 105.1 kcal/mol. The calculation puts the LUMO energy at 0.035 Eh. The net charge is 0. The value obtained for the HOMO energy is -8.82 eV. The calculation puts the frontier orbital gap at 9.76 eV.

---

(15)
A cluster of 3 separate species, C5H9N3 in total in a non-equilibrium geometry. Source: the Open Molecules 2025 dataset; level of theory: ωB97M-V with the def2-TZVPD basis set.

Cartesian coordinates (Å):
C1 2.5412 0.3562 0.0370
N1 1.8555 0.9339 0.9595
C2 0.8966 -0.8964 -1.2448
N2 0.2199 -1.0595 -2.1737
H1 0.4899 1.4481 0.4745
H2 1.8247 0.4065 1.8292
H3 2.6540 0.8614 -0.9135
H4 3.1901 -0.4968 0.2113
C3 -1.0711 0.4006 -0.4440
C4 -1.4211 -0.5020 0.6502
C5 -2.3442 -1.4505 0.5219
N3 -0.4395 1.5316 -0.1655
H5 -0.3446 2.1684 -0.9479
H6 -1.7838 0.4385 -1.2664
H7 -0.8733 -0.3644 1.5741
H8 -2.5539 -2.1466 1.3214
H9 -2.8404 -1.6289 -0.4234

The relative energy (zero: lowest compared OMol25 entry of this formula, charge and spin) comes out at 97.8 kcal/mol. The calculation puts the LUMO energy at -0.015 Eh. The net charge is 0. The value obtained for the HOMO energy is -8.98 eV. The calculation puts the frontier orbital gap at 8.57 eV.

---

Number 1: calculated total energy -8299.2238 eV. Number 2: calculated total energy -10354.8445 eV. Number 3: calculated total energy -10348.6332 eV. Number 4: calculated total energy -10349.0154 eV. Number 5: calculated total energy -10349.7395 eV. Number 6: calculated total energy -10345.7910 eV. Number 7: calculated total energy -12396.9125 eV. Number 8: calculated total energy -36123.5739 eV. Number 9: calculated total energy -17594.9496 eV. Number 10: calculated total energy -17596.5202 eV. Number 11: calculated total energy -19134.4978 eV. Number 12: calculated total energy -19135.9588 eV. Number 13: calculated total energy -19138.0606 eV. Number 14: calculated total energy -9796.9100 eV. Number 15: calculated total energy -9797.2241 eV.